a:
DFT (wB97M-V/def2-TZVPD) results for a cluster of 3 separate species, C4H10N2O2 in total.

Summary:
⟨S²⟩: 0.760
Charge: +1
Kohn-Sham gap (alpha / beta) in eV: 10.121 / 5.874
HOMO energy (alpha / beta) in Eh: -0.516 / -0.515
Spin multiplicity: 2

```
18
C4H10N2O2 (wB97M-V/def2-TZVPD)
H -0.65762 0.83061 1.14547
O -1.26019 0.79357 2.01853
N 0.19381 0.59585 0.06082
H -0.68466 0.83680 2.79814
C -0.04148 0.70017 -1.24175
C 0.94265 -0.49432 0.27672
C 0.64258 -0.37259 -1.87237
N 1.26136 -1.07711 -0.90207
H 1.73231 -1.95260 -1.07291
H 1.30976 -0.77706 1.24950
H 0.75709 -0.70627 -2.88948
C -0.68031 1.90054 -1.76919
H -1.67980 1.98488 -1.31067
H -0.24744 2.78744 -1.29705
H -0.83139 2.08264 -2.82816
O -0.41212 -1.80486 2.09546
H -1.09729 -1.10181 2.14207
H -0.92830 -2.58292 2.31649
```

b:
DFT (wB97M-V/def2-TZVPD) results for a cluster of 2 separate species, C4H10N2O2 in total.

Summary:
⟨S²⟩: 0.790
Charge: +1
Kohn-Sham gap (alpha / beta) in eV: 10.356 / 5.254
HOMO energy (alpha / beta) in Eh: -0.521 / -0.520
Spin multiplicity: 2

```
18
C4H10N2O2 (wB97M-V/def2-TZVPD)
C 0.96446 3.11455 -1.41727
C 1.09437 1.99719 -0.40831
O 0.54880 0.92503 -0.45581
N 2.04589 2.20768 0.57169
H 0.89056 2.61602 -2.46625
H 1.87719 3.77694 -1.31769
H 1.85158 1.39269 1.28677
H 2.28198 3.08249 0.99902
H 0.08649 3.69740 -1.31689
C -1.42326 -3.32228 1.17804
C -1.33482 -2.09178 0.25949
O -2.27712 -1.34840 -0.08345
N -0.00423 -1.62993 0.17834
H 0.10537 -0.60619 -0.22577
H 0.77188 -2.16136 0.52153
H -2.08774 -4.04879 0.58122
H -1.73844 -2.94297 2.09311
H -0.30834 -3.64952 1.23710
```

Which structure loses on stability? b does.

a:
DFT (wB97M-V/def2-TZVPD) results for a structure of composition C6H15NO2Tl.

Summary:
Charge: +3
Kohn-Sham gap in eV: 3.434
HOMO energy in Eh: -0.761

```
25
C6H15NO2Tl (wB97M-V/def2-TZVPD)
Tl -0.37968 1.85406 -3.53556
C 3.57174 0.48797 -1.04485
O 2.36558 -0.14837 -1.18364
C 2.17654 -1.30758 -0.38003
C 1.17890 -1.08077 0.75802
N -0.15221 -0.96937 0.18326
C -1.03081 -0.40463 1.29143
C -2.42750 -0.16430 0.76491
O -2.39005 0.76396 -0.34297
C -3.36035 1.78605 -0.23022
H 3.57514 1.11825 -0.15555
H 3.68630 1.14782 -1.90483
H 4.44587 -0.15948 -1.11407
H 3.09515 -1.74538 0.01057
H 1.89984 -2.05213 -1.12648
H 1.38958 -0.10674 1.19959
H 1.34922 -1.85323 1.50795
H -0.46719 -1.89731 -0.06133
H -0.73627 0.54467 1.73883
H -1.15204 -1.08752 2.13230
H -3.13162 0.11161 1.54988
H -2.80875 -1.13089 0.43560
H -4.37571 1.49417 0.03802
H -3.33993 2.40847 -1.12480
H -2.98184 2.39055 0.59404
```

b:
DFT (wB97M-V/def2-TZVPD) results for a structure of composition C6H15NO2Tl.

Summary:
Charge: +3
Kohn-Sham gap in eV: 3.571
HOMO energy in Eh: -0.804

```
25
C6H15NO2Tl (wB97M-V/def2-TZVPD)
Tl -1.78682 -1.86720 0.92925
C -3.06876 1.64051 0.88676
O -2.02116 0.89598 0.25775
C -0.88572 1.65522 -0.14321
C -0.45860 0.90102 -1.52482
N -0.28496 -0.56937 -1.50263
C 1.16896 -0.83229 -1.41535
C 1.89724 -0.72169 -0.08802
O 1.26439 -1.61638 0.92112
C 2.16344 -2.00180 1.97587
H -3.94205 0.98951 0.92746
H -3.46519 2.49757 0.34234
H -2.83482 1.92171 1.91356
H -0.17387 1.66191 0.68222
H -1.13354 2.69926 -0.33468
H 0.38863 1.49152 -1.87356
H -1.21014 1.11173 -2.28567
H -0.45587 -0.83105 -2.46306
H 1.66157 -0.40171 -2.28715
H 1.30656 -1.87577 -1.69875
H 1.76857 0.31096 0.23628
H 2.91555 -0.95416 -0.39961
H 2.34289 -1.13378 2.61025
H 3.16739 -2.28725 1.66169
H 1.67621 -2.68447 2.67206
```

Which structure loses on stability? b does.

a:
DFT (wB97M-V/def2-TZVPD) results for the molecule C6H6N2.

Summary:
Kohn-Sham gap in eV: 8.802
HOMO energy in Eh: -0.320
Structure (SMILES): c1cnc2c(n1)CC2

```
14
C6H6N2 (wB97M-V/def2-TZVPD)
C -1.91851 -0.75515 0.06895
C -1.81928 0.79840 0.09665
N -0.61021 1.49502 0.03835
C 0.42249 0.62108 -0.14157
C 0.38424 -0.75120 -0.25540
N -0.82621 -1.37407 -0.03842
C 2.01849 -0.78627 0.11420
C 1.93876 0.74918 0.05629
H -2.99797 -1.32478 0.23518
H -2.83336 1.28999 -0.28981
H 2.87515 -1.44149 -0.45291
H 2.23308 -1.22174 1.10222
H 2.33762 1.05224 -0.96422
H 2.28324 1.54299 0.73527
```

b:
DFT (wB97M-V/def2-TZVPD) results for the molecule C6H6N2.

Summary:
Kohn-Sham gap in eV: 9.605
HOMO energy in Eh: -0.339
Structure (SMILES): [H]/N=C(/C#CC#C)NC

```
14
C6H6N2 (wB97M-V/def2-TZVPD)
H -1.96436 2.62942 0.17905
N -0.99513 2.18496 0.13142
C -0.96218 0.96116 -0.13971
C 0.44006 0.47004 -0.22356
C 1.56529 0.14543 0.07661
C 2.95472 -0.03130 0.06800
C 4.12514 0.26747 -0.16154
N -1.89013 -0.06008 -0.25207
C -1.47331 -1.45827 0.08696
H 5.20830 0.08059 -0.00555
H -2.88335 0.22786 -0.28015
H -0.40976 -1.47133 0.04318
H -1.82209 -1.78479 1.08137
H -1.89319 -2.16115 -0.60400
```

c:
DFT (wB97M-V/def2-TZVPD) results for the molecule C6H6N2.

Summary:
Kohn-Sham gap in eV: 9.914
HOMO energy in Eh: -0.340
Structure (SMILES): C1=C[C@H]2C=NN=C2C1

```
14
C6H6N2 (wB97M-V/def2-TZVPD)
C -1.34146 -1.03058 -0.51782
C -0.62807 -1.16019 0.65545
C 0.17187 0.16812 0.88120
C 1.72260 0.65793 1.36728
N 2.01844 1.47224 0.41584
N 1.37086 1.25900 -0.78297
C 0.14252 0.72464 -0.62981
C -0.86435 0.02935 -1.44273
H -2.11380 -1.79257 -1.00146
H -0.54171 -1.94807 1.21437
H -0.14848 0.84022 1.62185
H 2.13066 0.54201 2.25959
H -0.29440 -0.69183 -2.36747
H -1.62468 0.92974 -1.67333
```

d:
DFT (wB97M-V/def2-TZVPD) results for the molecule C6H6N2.

Summary:
Kohn-Sham gap in eV: 9.947
HOMO energy in Eh: -0.344
Structure (SMILES): C#C[C@@H]1[C@@H]2CN=CN12

```
14
C6H6N2 (wB97M-V/def2-TZVPD)
C -2.37812 -0.29021 -0.08261
C -1.43120 0.36429 0.11961
C -0.24610 1.13687 0.02838
C 1.03748 0.67774 -0.51006
C 0.95250 -0.79589 -0.91087
N 0.31348 -1.56563 0.34141
C 0.70187 -0.59328 1.28078
N 0.97356 0.77933 0.94277
H -3.43531 -0.75721 0.09335
H -0.54513 2.24546 0.25686
H 1.70306 1.43752 -0.84922
H 2.00407 -0.97211 -1.34153
H 0.09649 -0.81534 -1.63937
H 0.25336 -0.85154 2.27051
```

Which structure loses on stability? d does.